Formula: C22H50BrFSSi
Source: the OMol25 dataset
Level of theory: ωB97M-V/def2-TZVPD

Last column: Löwdin charge in e.
Geometry (Å):
1 H -1.16 1.88 -0.99  0.061
2 H 1.48 1.91 -3.40  0.073
3 H 3.59 -3.75 -3.81  0.100
4 C 0.96 1.68 3.36  -0.571
5 H -2.21 -3.31 1.52  0.069
6 H -1.10 0.32 2.59  0.040
7 H 4.70 -7.11 -2.36  0.104
8 H 0.03 2.91 -3.21  0.076
9 H -1.68 5.02 3.96  0.092
10 C 4.21 -6.36 -2.98  -0.271
11 H -4.02 5.98 5.68  0.075
12 H -0.99 0.80 -3.43  0.121
13 C -1.29 -2.93 1.09  -0.737
14 C -0.25 0.81 -2.63  -0.447
15 F 1.03 -0.51 0.13  -0.134
16 H 1.98 -3.01 -1.31  0.056
17 C 2.90 -3.09 -1.88  -0.105
18 S 2.39 0.56 3.27  0.689
19 H 4.79 -5.44 -2.86  0.098
20 C 0.24 1.94 2.04  -0.305
21 H -2.29 5.26 -0.02  0.080
22 H 3.13 1.36 2.50  -0.143
23 H -1.80 1.46 1.47  0.069
24 H 1.27 2.61 3.84  0.064
25 H 3.84 -6.05 -5.11  0.064
26 H 2.01 -3.02 -3.83  0.093
27 H 5.28 -6.99 -4.76  0.068
28 H -2.23 6.94 2.49  0.101
29 H -1.71 6.53 4.83  0.105
30 C 2.79 -6.14 -2.46  -0.229
31 C 0.66 -0.41 -2.81  -0.105
32 C 0.60 2.09 -2.77  -0.078
33 H 0.29 1.18 4.06  0.063
34 H 0.42 -4.25 0.74  0.053
35 C -3.21 4.35 1.73  -0.268
36 H -4.28 6.19 1.43  0.110
37 C 1.99 -5.07 -3.21  -0.225
38 H -4.78 5.30 2.85  0.102
39 H 3.69 -7.72 -4.58  0.075
40 H -3.94 3.76 1.16  0.107
41 H 1.01 -4.97 -2.73  0.100
42 H -0.17 2.95 2.08  0.079
43 H 0.97 2.42 -1.80  0.075
44 H -2.84 4.76 6.16  0.069
45 H 1.79 -5.40 -4.23  0.102
46 H -2.89 3.72 2.56  0.092
47 C -2.35 5.80 4.31  -0.270
48 C -0.88 0.93 1.71  -0.247
49 H 2.24 -7.08 -2.51  0.109
50 H 3.32 -2.09 -1.95  0.070
51 C 2.65 -3.69 -3.25  -0.261
52 C -1.05 0.84 -1.30  -0.195
53 H 0.96 -0.49 -3.86  0.081
54 H -2.08 0.50 -1.48  0.085
55 H -1.14 -4.98 0.38  0.078
56 C -2.01 4.65 0.84  -0.107
57 C -3.90 5.60 2.27  -0.226
58 C -3.34 5.21 5.30  -0.111
59 H -0.44 -3.79 -0.72  0.057
60 C -1.60 -1.70 0.24  -0.273
61 H -3.61 7.34 3.49  0.109
62 H -1.72 -2.03 -0.80  0.076
63 H -1.23 5.19 1.38  0.069
64 H -3.96 4.44 4.84  0.064
65 H 1.00 1.96 1.24  0.087
66 H 0.17 -1.35 -2.54  0.070
67 C 4.26 -6.80 -4.44  -0.113
68 C -0.57 -4.05 0.33  -0.140
69 H 1.56 -0.32 -2.21  0.066
70 H 2.84 -5.88 -1.40  0.100
71 H 3.60 -3.69 -1.29  0.070
72 Br -0.25 -2.46 2.70  0.697
73 C -3.01 6.50 3.12  -0.228
74 Si -0.54 -0.14 0.22  0.453
75 H -1.56 3.73 0.46  0.039
76 H -2.59 -1.30 0.53  0.087

Results
spin multiplicity	1
structure (SMILES)	CC(C)C[Si@@](F)(CCCS)C[C@@H](C)Br.CCCCCC.CCCCCC
E_HOMO	-8.76	eV
molecular weight	473.697	g mol⁻¹
Kohn-Sham gap	9.383	eV